Formula: C3H7N3S2
Source: OMol25
Level of theory: ωB97M-V with the def2-TZVPD basis set

Computed properties:
Molecular weight, g/mol: 149.24
Frontier orbital gap, eV: 8.9
ΔE to the lowest compared entry with this formula, charge and spin, eV: 2.823
Highest occupied orbital energy, eV: -8.316
SMILES string: CN(/C=N\S)/C=N\S

ORCA input file:
```
! wB97M-V def2-TZVPD RIJCOSX def2/J DEFGRID3
* xyz 0 1
C 1.702 -0.784 -0.048
N 0.434 -0.136 0.023
C 0.220 0.810 -0.941
N -0.548 1.810 -0.911
S -1.320 2.354 0.452
C -0.473 -0.577 1.060
N -1.717 -0.922 0.909
S -2.624 -0.923 -0.573
H 1.958 -1.388 0.840
H 1.849 -1.473 -0.872
H 2.521 0.052 -0.214
H 0.886 0.599 -1.843
H -1.034 1.496 1.426
H -0.032 -0.842 1.981
H -1.821 -0.076 -1.289
*
```